Version i
{
  "formula": "CH3BrS",
  "method": "the ωB97M-V functional and the def2-TZVPD basis",
  "lumo_ev": -0.6,
  "molar_mass_g_mol": 127.0,
  "charge": 0,
  "gap_ha": 0.303,
  "e_homo_ev": -8.9,
  "elements": ["C", "S", "Br", "H", "H", "H"],
  "xyz": [[0.1033, 0.7982, -0.4346], [0.6643, 0.7687, 1.1648], [1.3455, 0.1208, -1.6784], [-0.6627, -1.5535, -0.1096], [-0.9711, -1.1878, -0.8032], [-0.4792, 1.0536, 1.8611]],
  "nbo_charge": [-0.385, 0.148, 0.083, -0.001, 0.019, 0.136]
}

---

Version ii
{
  "formula": "CH3BrS",
  "method": "the ωB97M-V functional and the def2-TZVPD basis",
  "lumo_ev": [-0.7, -2.0],
  "molar_mass_g_mol": 127.0,
  "charge": 0,
  "gap_ha": [0.325, 0.253],
  "e_homo_ev": [-9.5, -8.9],
  "elements": ["C", "S", "Br", "H", "H", "H"],
  "xyz": [[1.3483, -0.9666, -0.5389], [-2.1264, 1.0824, 0.9520], [-0.4263, -0.4221, -0.3858], [2.1134, -0.2321, -0.7932], [1.6235, -1.7654, 0.1600], [-2.5325, 2.3038, 0.6060]],
  "nbo_charge": [-0.460, -0.247, 0.217, 0.194, 0.188, 0.107]
}

---

Stability, descending: version ii, version i

---

Version i
{
  "formula": "C6H15P",
  "method": "the ωB97M-V functional and the def2-TZVPD basis",
  "lumo_ev": 1.0,
  "molar_mass_g_mol": 118.2,
  "charge": 0,
  "gap_ha": 0.374,
  "e_homo_ev": -9.1,
  "elements": ["C", "C", "C", "C", "C", "C", "P", "H", "H", "H", "H", "H", "H", "H", "H", "H", "H", "H", "H", "H", "H", "H"],
  "xyz": [[-1.1687, -1.4729, -1.8919], [-0.3995, -0.9700, -0.6170], [-0.3061, 0.5224, -0.3102], [0.4708, 1.3376, -1.4040], [0.1890, 0.6899, 1.1351], [1.5300, 0.0017, 1.4602], [-1.1846, 0.3686, 2.3261], [-2.2718, -1.4841, -1.9690], [-0.8832, -0.6848, -2.6506], [-0.7656, -2.4624, -2.0920], [-1.0952, -1.3628, 0.2388], [0.6311, -1.5032, -0.5261], [-1.2882, 0.9576, -0.4564], [1.3471, 0.8292, -1.8236], [-0.1283, 1.6810, -2.2948], [0.8963, 2.3737, -0.9050], [0.4045, 1.8177, 1.2849], [1.5168, -1.0354, 1.3847], [2.3062, 0.4198, 0.6971], [1.7171, 0.2112, 2.5146], [-0.4585, 0.8294, 3.4709], [-1.0593, -1.0640, 2.4284]],
  "nbo_charge": [-0.621, -0.392, -0.262, -0.617, -0.470, -0.616, 0.298, 0.215, 0.200, 0.215, 0.197, 0.208, 0.214, 0.205, 0.219, 0.203, 0.227, 0.204, 0.209, 0.217, -0.024, -0.028]
}

---

Version ii
{
  "formula": "C6H15P",
  "method": "the ωB97M-V functional and the def2-TZVPD basis",
  "lumo_ev": 1.1,
  "molar_mass_g_mol": 118.2,
  "charge": 0,
  "gap_ha": 0.321,
  "e_homo_ev": -7.6,
  "elements": ["C", "P", "C", "C", "H", "H", "H", "H", "H", "H", "H", "H", "H", "C", "C", "C", "H", "H", "H", "H", "H", "H"],
  "xyz": [[0.8690, 0.3408, 1.1152], [1.9775, 0.7257, -0.0761], [1.6158, 2.4481, -0.4979], [3.6242, 0.8951, 0.6496], [1.0894, -0.5293, 1.5857], [-0.1417, 0.1436, 0.7324], [2.3315, 0.2201, -1.2979], [0.5497, 2.6625, -0.1764], [2.3541, 3.1099, -0.0016], [1.6382, 2.5327, -1.5170], [3.5276, 1.3545, 1.6387], [3.9298, -0.0846, 0.6145], [4.1979, 1.5045, -0.0565], [-2.0604, -1.1724, -1.0563], [-2.6142, -1.8359, -0.1097], [-4.0430, -1.9235, 0.0919], [-2.4831, -0.6281, -1.7953], [-1.0590, -1.3450, -1.1120], [-2.0318, -2.5426, 0.5023], [-4.3213, -3.0011, -0.0965], [-4.7623, -1.2824, -0.3393], [-4.1879, -1.5928, 1.2022]],
  "nbo_charge": [-1.173, 1.305, -0.947, -0.929, 0.203, 0.226, -0.112, 0.256, 0.239, 0.218, 0.256, 0.226, 0.231, -0.408, -0.156, -0.651, 0.188, 0.186, 0.196, 0.218, 0.218, 0.211]
}

---

Stability, descending: version i, version ii

---

Version i
{
  "formula": "C11H22N4O4",
  "method": "the ωB97M-V functional and the def2-TZVPD basis",
  "lumo_ev": 0.7,
  "molar_mass_g_mol": 274.3,
  "charge": 0,
  "gap_ha": 0.365,
  "e_homo_ev": -9.2,
  "elements": ["N", "C", "C", "C", "C", "C", "N", "C", "O", "N", "C", "C", "C", "C", "N", "O", "C", "O", "O", "H", "H", "H", "H", "H", "H", "H", "H", "H", "H", "H", "H", "H", "H", "H", "H", "H", "H", "H", "H", "H", "H"],
  "xyz": [[-3.7276, -2.2219, -2.2735], [-2.4875, -1.5296, -2.5816], [-1.3850, -1.8589, -1.5820], [-1.7750, -1.6601, -0.1034], [-2.3766, -0.3114, 0.3019], [-1.4895, 0.9516, 0.2377], [-1.0402, 1.4388, -1.0614], [-0.2749, 0.8714, 1.1682], [-0.1595, 0.0177, 2.0622], [0.6434, 1.8332, 0.9512], [1.8813, 1.9115, 1.6761], [3.0438, 1.1087, 1.0499], [2.8336, -0.4053, 1.0816], [2.0002, -0.9339, -0.0774], [1.7334, -2.2757, 0.0085], [1.6552, -0.2707, -1.0308], [2.2875, 3.3694, 1.7610], [1.8510, 4.2645, 1.0631], [3.2452, 3.5799, 2.6774], [-4.4476, -1.9942, -2.9262], [-3.5737, -3.2230, -2.3233], [-2.6682, -0.4206, -2.5200], [-2.0906, -1.6944, -3.6222], [-0.4943, -1.3002, -1.7981], [-1.1054, -2.9129, -1.7309], [-0.9096, -1.8650, 0.5394], [-2.5299, -2.4167, 0.1286], [-2.7320, -0.4152, 1.3373], [-3.2838, -0.0905, -0.2772], [-2.0978, 1.7646, 0.6679], [-0.3899, 0.8041, -1.5140], [-1.8321, 1.5371, -1.7130], [0.5045, 2.4307, 0.1132], [1.6659, 1.5559, 2.7174], [3.1678, 1.4248, 0.0077], [3.9497, 1.3566, 1.5808], [2.3512, -0.7067, 2.0370], [3.7722, -0.9064, 1.0358], [1.0662, -2.6442, -0.6472], [1.7614, -2.7047, 0.9263], [3.4573, 4.5413, 2.6520]],
  "nbo_charge": [-0.839, -0.210, -0.423, -0.413, -0.411, -0.141, -0.850, 0.694, -0.675, -0.623, -0.154, -0.399, -0.519, 0.707, -0.826, -0.643, 0.793, -0.595, -0.680, 0.360, 0.350, 0.173, 0.166, 0.218, 0.185, 0.218, 0.214, 0.228, 0.206, 0.212, 0.382, 0.363, 0.452, 0.247, 0.233, 0.224, 0.243, 0.234, 0.401, 0.395, 0.501]
}

---

Version ii
{
  "formula": "C11H22N4O4",
  "method": "the ωB97M-V functional and the def2-TZVPD basis",
  "lumo_ev": 0.5,
  "molar_mass_g_mol": 274.3,
  "charge": 0,
  "gap_ha": 0.343,
  "e_homo_ev": -8.8,
  "elements": ["N", "C", "C", "C", "C", "C", "N", "C", "O", "C", "N", "C", "C", "C", "N", "O", "C", "O", "O", "H", "H", "H", "H", "H", "H", "H", "H", "H", "H", "H", "H", "H", "H", "H", "H", "H", "H", "H", "H", "H", "H"],
  "xyz": [[4.0145, 0.2484, 3.1031], [2.5673, 0.2369, 2.9937], [1.9501, 0.5345, 1.5961], [2.4102, -0.3238, 0.3908], [1.7134, -0.0559, -0.9731], [0.5785, -1.0955, -1.2621], [-0.4521, -1.1895, -0.2431], [-1.5217, -0.4305, -0.1794], [-2.2526, -0.4338, 0.8323], [-1.8368, 0.4076, -1.4455], [-2.1355, -0.5511, -2.4818], [-2.9117, 1.4739, -1.2085], [-2.3427, 2.6628, -0.4950], [-1.4836, 2.3080, 0.7292], [-2.0533, 2.4745, 1.9452], [-0.3259, 1.9731, 0.5062], [1.1530, -2.5079, -1.4362], [2.3571, -2.6480, -1.5843], [0.2455, -3.4907, -1.3882], [4.5421, -0.4868, 2.7244], [4.4083, 1.1422, 2.7768], [2.1555, 1.0450, 3.6327], [2.0975, -0.7075, 3.4077], [2.2860, 1.5554, 1.2593], [0.8709, 0.4898, 1.7205], [2.3043, -1.3956, 0.6986], [3.4774, -0.1504, 0.4078], [2.3484, -0.0273, -1.8976], [1.2989, 0.9239, -0.9284], [0.0852, -0.8996, -2.2001], [-0.2223, -1.6936, 0.5945], [-0.7949, 0.8967, -1.6668], [-3.0958, -0.9369, -2.2260], [-2.2579, -0.0690, -3.3545], [-3.7203, 1.0051, -0.6075], [-3.2333, 1.8108, -2.1894], [-1.7075, 3.3025, -1.1294], [-3.1133, 3.3053, -0.1138], [-1.5277, 2.1821, 2.7393], [-3.0570, 2.3835, 2.0361], [-0.6087, -3.0162, -1.1360]],
  "nbo_charge": [-0.854, -0.212, -0.402, -0.414, -0.403, -0.175, -0.638, 0.711, -0.660, -0.155, -0.836, -0.418, -0.493, 0.711, -0.806, -0.654, 0.775, -0.570, -0.658, 0.363, 0.355, 0.187, 0.183, 0.187, 0.212, 0.185, 0.214, 0.230, 0.228, 0.256, 0.415, 0.228, 0.361, 0.364, 0.230, 0.214, 0.232, 0.209, 0.400, 0.399, 0.501]
}

---

Stability, descending: version i, version ii

---

Version i
{
  "formula": "C5H9IN",
  "method": "the ωB97M-V functional and the def2-TZVPD basis",
  "lumo_ev": -7.9,
  "molar_mass_g_mol": 210.0,
  "charge": 1,
  "gap_ha": 0.276,
  "e_homo_ev": -15.4,
  "elements": ["C", "C", "C", "C", "N", "C", "I", "H", "H", "H", "H", "H", "H", "H", "H", "H"],
  "xyz": [[0.1101, 1.5022, 0.2588], [-0.8202, 0.3514, -0.1018], [-1.2925, -0.4049, 1.1320], [-0.1835, -0.6027, -1.1412], [1.1147, -0.9450, -0.8350], [2.2014, -1.2016, -0.5773], [4.7244, -1.4535, -0.2000], [-0.4421, 2.2586, 0.8097], [0.9257, 1.1624, 0.8945], [0.5264, 1.9744, -0.6277], [-1.6991, 0.7636, -0.6126], [-2.0388, -1.1532, 0.8769], [-1.7456, 0.2917, 1.8321], [-0.4613, -0.8962, 1.6332], [-0.7695, -1.5258, -1.2155], [-0.1502, -0.1215, -2.1259]],
  "nbo_charge": [-0.619, -0.204, -0.614, -0.274, -0.306, 0.419, 0.524, 0.243, 0.202, 0.216, 0.232, 0.222, 0.237, 0.203, 0.260, 0.259]
}

---

Version ii
{
  "formula": "C5H9IN",
  "method": "the ωB97M-V functional and the def2-TZVPD basis",
  "lumo_ev": -3.9,
  "molar_mass_g_mol": 210.0,
  "charge": 1,
  "gap_ha": 0.357,
  "e_homo_ev": -13.6,
  "elements": ["I", "C", "C", "C", "C", "C", "N", "H", "H", "H", "H", "H", "H", "H", "H", "H"],
  "xyz": [[1.3286, -2.9691, 1.3827], [0.0280, -1.3339, 0.7116], [-1.3581, -0.9096, 1.1635], [-0.2327, 0.0652, 1.3271], [0.0644, 1.0683, 0.2075], [1.1015, 0.2714, -0.6714], [0.3268, -1.0972, -0.6875], [-1.8876, -1.5042, 1.9483], [-1.9911, -0.8471, 0.3825], [0.1561, 0.3251, 2.2093], [0.4999, 2.0065, 0.4429], [-0.7664, 1.0972, -0.4833], [1.2503, 0.4905, -1.7679], [2.0209, 0.0233, -0.2479], [-0.5180, -1.1165, -1.1975], [0.9138, -1.7437, -1.0227]],
  "nbo_charge": [0.225, -0.017, -0.409, -0.228, -0.409, -0.170, -0.533, 0.280, 0.212, 0.252, 0.265, 0.214, 0.236, 0.223, 0.425, 0.434]
}

---

Version iii
{
  "formula": "C5H9IN",
  "method": "the ωB97M-V functional and the def2-TZVPD basis",
  "lumo_ev": [-8.6, -8.6],
  "molar_mass_g_mol": 210.0,
  "charge": 1,
  "gap_ha": [0.146, 0.145],
  "e_homo_ev": [-12.6, -12.5],
  "elements": ["C", "C", "C", "C", "C", "N", "I", "H", "H", "H", "H", "H", "H", "H", "H", "H"],
  "xyz": [[-1.4980, -0.5000, 1.1049], [-1.0449, -0.7302, -0.0999], [-0.7006, 0.5844, 1.8088], [0.3797, 0.9465, 0.7000], [1.2102, -0.7044, -1.0936], [0.0447, 0.1394, -0.5224], [-0.7640, -0.5072, -4.2928], [-2.4049, -1.0227, 1.4722], [-1.3888, 1.3528, 2.2224], [-0.1168, 0.0597, 2.4539], [0.6456, 1.9387, 0.3682], [1.4198, 0.5880, 1.0606], [2.2050, -0.2648, -0.8001], [0.9809, -1.7343, -0.8106], [1.2707, -0.7977, -2.2110], [-0.2386, 0.6520, -1.3607]],
  "nbo_charge": [-0.282, 0.218, -0.419, -0.230, -0.436, -0.450, 0.124, 0.284, 0.269, 0.240, 0.252, 0.235, 0.244, 0.250, 0.249, 0.453]
}

---

Stability, descending: version ii, version i, version iii